This record from the OMol25 dataset describes C24H51AsN4O2S2Sb2Ti as an isolated structure. The level of theory is the ωB97M-V functional and the def2-TZVPD basis.

XYZ file:
```
87
Properties=species:S:1:pos:R:3
Ti 0.83416 -0.19092 1.57491
S 0.06532 -2.52298 1.32097
C 0.47897 -3.27249 2.89047
C 0.42864 -4.70452 3.13675
N 0.43823 -5.84666 3.06587
C 0.87587 -2.57311 3.99647
S 1.10257 -0.83464 4.04244
C 1.08840 -3.24801 5.25102
N 1.26621 -3.66996 6.28508
C 4.88788 -0.27273 -1.93907
O 3.57322 0.26526 -1.67204
C 3.01629 0.06818 -0.49156
O 1.95216 0.60002 -0.16823
N 3.72930 -0.72587 0.37997
N 3.10497 -1.06168 1.55705
H 5.06932 -0.28672 -2.94867
H 4.93810 -1.28166 -1.57815
H 5.64705 0.32362 -1.45816
H 4.55617 -1.23602 0.08603
H 3.68718 -0.82535 2.33680
H 2.76864 -1.99980 1.57684
C -3.60257 0.60777 -1.43788
C -3.04577 -0.81134 -1.68431
C -3.75115 -1.30551 -2.89099
C -3.33753 -1.74334 -0.56828
Sb -0.88761 -0.65860 -1.75940
C -0.14516 -2.21054 -3.12573
C -0.56319 -1.86988 -4.55903
C -0.72206 -3.61813 -2.69353
C 1.35603 -2.11566 -2.90290
C -0.54188 1.25716 -2.79432
C -1.39658 1.61041 -4.01234
C 0.91223 1.17065 -3.25134
C -0.63074 2.41774 -1.74071
H -4.69577 0.46614 -1.20331
H -3.50423 1.26653 -2.27899
H -3.10631 1.01506 -0.62475
H -4.87189 -1.25504 -2.80875
H -3.62816 -2.34963 -3.15298
H -3.60068 -0.70396 -3.80062
H -4.40344 -1.94093 -0.59172
H -2.94552 -1.42723 0.38946
H -2.92184 -2.69864 -0.72165
H -1.65395 -1.76923 -4.69863
H -0.21650 -2.73002 -5.16858
H -0.13412 -0.92105 -4.81066
H -1.76954 -3.67900 -3.08362
H -0.81351 -3.67611 -1.60158
H 0.01628 -4.41140 -3.02455
H 1.77421 -1.23263 -3.43316
H 1.96124 -2.98733 -3.30755
H 1.53105 -2.02803 -1.84966
H -1.62175 0.70065 -4.62375
H -0.79613 2.36427 -4.53652
H -2.32918 2.10383 -3.86563
H 1.01784 0.40994 -4.01955
H 1.53433 0.84705 -2.44892
H 1.21927 2.10135 -3.69838
H -1.65992 2.55586 -1.42995
H -0.19406 3.38957 -2.08963
H -0.02805 2.13130 -0.87626
C 2.05846 2.71011 4.76995
Sb 1.78047 2.44176 2.70312
C 3.64438 3.09090 1.90667
C 0.84302 4.28380 2.19440
H 2.87847 3.44452 4.89478
H 2.17192 1.82250 5.27330
H 1.12022 3.13312 5.16931
H 3.85980 4.07565 2.28158
H 3.56641 3.18175 0.79463
H 4.41124 2.36465 2.12115
H 1.56213 5.12056 2.22154
H -0.02899 4.52324 2.85451
H 0.58303 4.12858 1.18552
C -2.44742 -0.89630 3.38601
As -1.57469 0.58175 2.61663
C -3.10642 1.58404 1.84980
C -1.27710 1.78745 4.17932
H -3.51834 -0.76815 3.43320
H -1.93494 -1.09649 4.34563
H -2.18728 -1.73839 2.77063
H -3.61522 2.09568 2.66300
H -3.74506 0.87495 1.35262
H -2.66143 2.27370 1.17908
H -2.18122 1.90383 4.69282
H -0.98278 2.80984 3.88420
H -0.53099 1.29095 4.81253
```

calculated total energy = -5676.57220 Ha
energy above the lowest of the compared OMol25 structures with the same formula, charge and spin = 0.856 eV
<S²> = 2.01
orbital gap (spin up / spin down) = 0.2293 / 0.2488 Eh
multiplicity = 3



This record from the OMol25 dataset describes C46H36BrHfN8O7SSe as an isolated structure. The level of theory is the ωB97M-V functional and the def2-TZVPD basis.

XYZ file:
```
101
Properties=species:S:1:pos:R:3
Hf -0.26337 0.46806 -0.12141
C 1.87889 0.04496 -4.26399
O 2.37706 -0.88135 -3.27175
C 1.66315 -0.70095 -2.18162
N 0.64003 0.08116 -2.24526
C 0.63809 0.68718 -3.61499
C 0.60394 2.20896 -3.59712
C -0.32734 2.85084 -2.78898
C -0.43547 4.22988 -2.79023
C 0.38294 4.99074 -3.61186
C 1.30576 4.36125 -4.43029
C 1.41397 2.97591 -4.42467
C 1.91220 -1.56012 -1.01445
C 2.93464 -2.49621 -0.89321
C 2.93856 -3.31348 0.21684
C 1.93700 -3.18241 1.18293
C 0.97176 -2.22856 0.97801
N 0.95278 -1.45226 -0.10877
C -0.17565 -1.95290 1.85654
N -1.02323 -1.03852 1.56231
C -2.05256 -1.03054 2.64590
C -1.63211 -2.23844 3.51328
O -0.38530 -2.69608 2.92534
C -2.07156 0.26227 3.42686
C -3.22917 1.02278 3.49027
C -3.23650 2.22112 4.19292
C -2.07931 2.66646 4.81183
C -0.91877 1.90455 4.75248
C -0.92135 0.69860 4.07525
H 1.64470 -0.52826 -5.15626
H 2.67127 0.75707 -4.47129
H -0.27024 0.34252 -4.11760
H -0.99445 2.27044 -2.17134
H -1.16491 4.71040 -2.15023
H 0.29676 6.06969 -3.62122
H 1.94599 4.94398 -5.07973
H 2.12561 2.51231 -5.09532
H 3.68838 -2.55775 -1.66515
H 3.70279 -4.07029 0.33252
H 1.90298 -3.81276 2.06028
H -3.02724 -1.18276 2.18332
H -2.33875 -3.06390 3.47179
H -1.45303 -1.96613 4.54870
H -4.12264 0.67842 2.98095
H -4.14048 2.81400 4.24148
H -2.07997 3.61148 5.33970
H -0.00632 2.26330 5.21151
H -0.00902 0.11150 4.01854
Br -4.46058 -6.86625 -1.63497
C -5.01193 -5.27855 -2.50727
C -5.04635 -5.23739 -3.89258
C -5.41909 -4.05985 -4.52104
C -5.69338 -2.91902 -3.77286
C -5.70406 -2.99162 -2.38263
C -5.37164 -4.17716 -1.74785
N -6.03788 -1.75038 -4.50781
N -5.64239 -0.60718 -4.24196
C -4.65782 -0.25207 -3.27235
C -4.90989 0.93445 -2.62871
C -4.06540 1.44496 -1.63380
C -2.93896 0.76541 -1.25691
O -2.08207 1.21804 -0.34840
C -2.66233 -0.49375 -1.88008
N -1.60015 -1.18419 -1.37495
C -1.32334 -2.35249 -1.91161
C -1.93552 -2.81204 -3.08350
C -2.96346 -2.09079 -3.63069
C -3.46068 -0.96013 -2.94804
H -4.78358 -6.11142 -4.47204
H -5.44602 -3.99246 -5.60192
H -5.98155 -2.12204 -1.79917
H -5.37228 -4.24094 -0.66816
H -5.81656 1.46272 -2.89469
H -4.29566 2.38562 -1.14960
H -0.54836 -2.94467 -1.43887
H -1.58758 -3.72519 -3.54671
H -3.39301 -2.39610 -4.57264
O 1.61079 0.52948 1.35014
S 1.11447 1.94086 1.24464
O 1.83203 2.92696 1.97027
O -0.34778 1.79698 1.53901
O 1.05181 2.11018 -0.26967
C 4.15347 4.04637 -0.02342
N 4.54753 2.88025 0.74329
C 4.33215 1.59535 0.40480
Se 3.75922 0.95772 -1.21743
N 4.74014 0.82424 1.43661
C 5.14764 1.62427 2.49996
C 5.62287 1.33176 3.76719
C 5.96307 2.40651 4.57403
C 5.82938 3.72318 4.12947
C 5.36376 4.01074 2.85663
C 5.02872 2.93513 2.05086
H 3.77558 3.72243 -0.98929
H 5.01108 4.70264 -0.16220
H 3.35792 4.56534 0.51095
H 4.58733 -0.16679 1.45609
H 5.72584 0.31278 4.11612
H 6.33697 2.21665 5.57135
H 6.09270 4.53642 4.79238
H 5.24784 5.03010 2.51235
```

calculated total energy = -8160.94844 Ha
energy above the lowest of the compared OMol25 structures with the same formula, charge and spin = 0.162 eV
charge = +1
orbital gap = 0.2202 Eh



This record from the OMol25 dataset describes a 8-piece molecular cluster, C40H87BBrFN11O17P overall. The level of theory is the ωB97M-V functional and the def2-TZVPD basis.

XYZ file:
```
159
Properties=species:S:1:pos:R:3
C 0.82970 -6.43266 1.04876
C 1.56039 -5.11164 0.76820
N 0.62650 -4.02553 1.01015
C 1.04781 -2.65634 0.83649
N 1.18857 -2.02024 2.17744
C 0.66661 -2.62797 3.09082
O 0.21318 -3.09677 4.04867
O 2.25128 -2.64748 0.15831
C 3.36039 -1.88376 0.62070
B 4.25611 -1.61099 -0.68581
O 4.41997 -2.60989 -1.61417
O 4.87736 -0.42076 -0.88402
C 6.21063 -0.48783 -1.39910
C 4.28707 -2.67186 1.54121
C 4.13357 -2.46280 3.02375
F 5.59479 -2.20649 1.21139
C -0.03477 -1.78739 0.00177
C -0.80762 -0.80428 0.90296
O -0.00394 0.31949 1.17542
N -0.60658 1.07255 2.24481
O 0.04732 1.04988 3.19556
O 0.79596 -0.97654 -0.80402
C 0.23046 -0.16555 -1.82624
C 1.19189 1.02404 -2.01817
C 1.57704 1.17701 -3.47694
C 0.64689 2.32886 -1.37158
C 0.17520 3.39812 -2.36192
C 1.71088 2.97232 -0.46417
N -0.98163 -2.57699 -0.78927
C -2.20916 -3.02307 -0.11309
C -3.56731 -2.36358 -0.45033
C -4.15102 -1.46236 0.64744
Br -3.68627 -1.40224 -2.13130
P -0.41915 -3.66530 -1.93694
O -0.33732 -5.06070 -1.49947
O -1.45424 -3.55745 -3.14212
O 0.93602 -3.12156 -2.54044
H 0.95671 -6.70728 2.09029
H -0.22226 -6.33054 0.82289
H 1.25764 -7.22468 0.44893
H 1.92985 -5.16510 -0.24924
H 2.35942 -5.03650 1.49652
H -0.30863 -4.22986 0.70594
H 3.11090 -0.90312 1.01166
H 4.20142 -3.47246 -1.24148
H 6.62242 -1.48255 -1.30406
H 6.21821 -0.16849 -2.43146
H 6.83403 0.17384 -0.81417
H 4.28678 -3.71787 1.25095
H 5.05976 -2.63824 3.55502
H 3.40355 -3.17182 3.40240
H 3.73321 -1.48246 3.23929
H -1.66534 -0.47811 0.31472
H -1.21526 -1.26544 1.79670
H -0.75640 0.21055 -1.59734
H 0.22653 -0.72206 -2.76128
H 2.08740 0.78636 -1.45351
H 2.18688 2.06907 -3.58043
H 2.20048 0.34688 -3.78945
H 0.72511 1.31959 -4.12965
H -0.21296 2.12340 -0.73867
H 1.01314 3.88953 -2.84070
H -0.33855 4.14515 -1.77191
H -0.53202 2.98598 -3.07541
H 2.70016 2.80844 -0.87534
H 1.64394 2.54103 0.52611
H 1.49691 4.03155 -0.39384
H -2.11853 -3.01786 0.96689
H -2.32977 -4.07137 -0.35702
H -4.26758 -3.17856 -0.55009
H -5.14501 -1.76692 0.93999
H -3.53748 -1.55932 1.53871
H -4.11351 -0.42035 0.37068
H -1.17523 -2.85252 -3.74208
H 1.63836 -3.71551 -2.24003
C 8.99638 -0.91293 -4.04033
O 9.09074 -0.49693 -2.90253
N 8.68027 -2.17903 -4.37333
C 8.58469 -2.60935 -5.75299
C 8.42683 -3.14041 -3.31264
H 9.16614 -0.26691 -4.91893
H 7.57884 -2.97568 -5.96707
H 9.29973 -3.41053 -5.95151
H 8.80147 -1.77507 -6.41626
H 7.59231 -2.80999 -2.69540
H 9.30672 -3.23637 -2.67461
H 8.18862 -4.10596 -3.75106
C 5.69289 -6.34003 0.79808
O 5.01687 -5.68260 0.02384
N 6.94344 -6.02515 1.17233
C 7.69809 -6.82811 2.11218
C 7.54162 -4.82662 0.60616
H 5.31544 -7.26180 1.27170
H 7.96522 -6.23383 2.98787
H 8.61366 -7.19667 1.64579
H 7.10223 -7.67913 2.43468
H 6.93755 -3.95387 0.84759
H 7.58677 -4.91064 -0.48062
H 8.54420 -4.68327 1.00013
C -6.38008 1.47342 -2.28663
O -6.36808 2.57523 -2.80472
N -7.46790 0.90759 -1.73482
C -7.42460 -0.40827 -1.12181
C -8.71876 1.64428 -1.75472
H -5.48487 0.83559 -2.21492
H -8.11469 -1.08442 -1.63194
H -7.70107 -0.34818 -0.06736
H -6.41830 -0.81372 -1.19577
H -9.01395 1.86017 -2.78202
H -8.60604 2.59431 -1.23063
H -9.49223 1.05319 -1.27147
C -0.73418 7.31268 -0.71388
O -0.11362 6.28647 -0.93896
N -1.85843 7.67492 -1.34219
C -2.55036 8.90982 -1.02493
C -2.39008 6.79335 -2.37054
H -0.40877 8.04445 0.04673
H -3.56367 8.69500 -0.68330
H -2.60452 9.54457 -1.91302
H -2.02914 9.44387 -0.23840
H -2.61412 5.81503 -1.95711
H -1.65652 6.66162 -3.16748
H -3.29974 7.22076 -2.78043
C -2.62049 11.76118 2.00057
O -2.85670 10.65979 1.53983
N -1.41003 12.16402 2.42338
C -1.18318 13.48870 2.96558
C -0.29699 11.23278 2.32951
H -3.39919 12.53433 2.11015
H -0.44715 14.02405 2.36305
H -0.81486 13.42060 3.99086
H -2.11296 14.05279 2.96466
H -0.14016 10.93602 1.29220
H -0.50720 10.33451 2.91023
H 0.60367 11.70711 2.70899
C -3.70721 -5.68503 1.67971
O -3.59134 -5.86012 0.48185
N -4.87362 -5.66858 2.34658
C -4.94079 -5.44801 3.77777
C -6.10228 -5.87957 1.59790
H -2.83261 -5.51619 2.33434
H -5.40028 -6.30589 4.27205
H -5.53344 -4.55753 3.99597
H -3.93883 -5.30898 4.17784
H -6.07952 -6.85060 1.10356
H -6.21249 -5.11302 0.83016
H -6.94985 -5.83635 2.27624
C -7.02638 1.30423 2.54054
O -6.97308 0.14208 2.17585
N -5.95628 2.06194 2.82744
C -6.07520 3.44456 3.24745
C -4.63627 1.46486 2.70400
H -7.98267 1.84069 2.66107
H -5.55733 4.09910 2.54443
H -5.63833 3.57752 4.23884
H -7.12380 3.73092 3.28520
H -4.48950 1.12701 1.68136
H -4.55570 0.60213 3.36696
H -3.87476 2.19621 2.95933
```

calculated total energy = -6497.88445 Ha
orbital gap = 0.3211 Eh



Q: Which formula does entry 1 have?
A: C24H51AsN4O2S2Sb2Ti